(1)
A 2-piece molecular cluster, C2H5NO2 overall, computed with ωB97M-V/def2-TZVPD.

Geometry as XYZ:
```
10
Properties=species:S:1:pos:R:3:mulliken_charge:R:1
C 2.12 -1.07 0.25 0.016
C -0.59 0.94 0.24 -0.749
N -1.01 -0.33 0.64 -0.237
O 2.04 0.01 -0.28 -0.292
O -1.66 -1.08 -0.32 -0.299
H 2.59 -1.94 -0.16 0.267
H 0.26 1.10 0.90 0.284
H -0.37 1.13 -0.83 0.377
H -1.41 1.63 0.59 0.294
H -1.97 -0.40 -1.03 0.339
```

Values from the calculation:
Orbital gap (alpha / beta)   8.53 / 9.14 eV
Energy above the lowest of the compared OMol25 structures with the same formula, charge and spin   143.8 kcal per mole
E_tot   -7734.51648 eV

***

(2)
The molecule C2H5NO2, computed with ωB97M-V/def2-TZVPD.

Geometry as XYZ:
```
10
Properties=species:S:1:pos:R:3:mulliken_charge:R:1
O 0.85 -0.50 -2.04 -0.494
C 1.14 -0.37 -0.86 -0.023
N 0.59 0.41 0.14 -0.167
C -0.88 0.39 0.23 -0.368
O -1.28 -0.24 1.44 -0.529
H 1.94 -0.99 -0.58 0.431
H 1.14 1.15 0.56 0.244
H -1.38 -0.12 -0.65 0.317
H -1.16 1.45 0.38 0.270
H -0.96 -1.18 1.37 0.319
```

Values from the calculation:
Orbital gap   11.00 eV
Energy above the lowest of the compared OMol25 structures with the same formula, charge and spin   38.4 kcal per mole
E_tot   -7739.08680 eV

***

(3)
The molecule C2H5NO2, computed with ωB97M-V/def2-TZVPD.

Geometry as XYZ:
```
10
Properties=species:S:1:pos:R:3:mulliken_charge:R:1
O -1.68 1.15 -0.43 -0.548
C -0.51 1.11 -0.73 0.124
N 0.27 0.03 -0.56 -0.198
C 0.19 -0.99 0.49 -0.255
O 1.51 -1.10 1.05 -0.531
H 0.03 1.99 -1.10 0.297
H 1.24 0.15 -0.81 0.258
H -0.59 -0.72 1.19 0.343
H 0.08 -1.97 0.03 0.196
H 1.47 -0.92 1.99 0.314
```

Values from the calculation:
Orbital gap   10.75 eV
Energy above the lowest of the compared OMol25 structures with the same formula, charge and spin   22.4 kcal per mole
E_tot   -7739.78050 eV

***

(4)
The molecule C2H5NO2, computed with ωB97M-V/def2-TZVPD.

Geometry as XYZ:
```
10
Properties=species:S:1:pos:R:3:mulliken_charge:R:1
C -0.42 1.19 0.20 -0.688
N -0.33 -0.32 0.28 0.032
O 0.50 -0.59 1.39 -0.414
C 0.07 -1.00 -0.86 0.229
O 0.84 -1.96 -0.83 -0.577
H 0.69 1.61 0.17 0.274
H -0.95 1.62 1.12 0.222
H -0.93 1.45 -0.75 0.323
H 0.94 -1.40 1.08 0.337
H -0.42 -0.60 -1.79 0.262
```

Values from the calculation:
Orbital gap   10.42 eV
Energy above the lowest of the compared OMol25 structures with the same formula, charge and spin   58.9 kcal per mole
E_tot   -7738.19874 eV

***

(5)
The molecule C2H5NO2, computed with ωB97M-V/def2-TZVPD.

Geometry as XYZ:
```
10
Properties=species:S:1:pos:R:3:mulliken_charge:R:1
O 0.29 1.34 1.93 -0.519
C -0.14 0.45 0.74 -0.199
C 0.61 0.33 -0.62 -0.096
N 0.30 -0.74 -1.39 -0.381
O -0.85 -1.29 -1.00 -0.362
H -0.52 1.59 2.42 0.318
H -1.26 0.46 0.59 0.288
H 0.22 -0.59 1.00 0.225
H 1.65 0.88 -0.84 0.285
H -0.52 -2.26 -1.62 0.441
```

Values from the calculation:
Orbital gap   9.90 eV
Energy above the lowest of the compared OMol25 structures with the same formula, charge and spin   124.9 kcal per mole
E_tot   -7735.33336 eV

***

(6)
The molecule C2H5NO2, computed with ωB97M-V/def2-TZVPD.

Geometry as XYZ:
```
10
Properties=species:S:1:pos:R:3:mulliken_charge:R:1
O 0.34 -0.82 1.49 -0.515
C -0.37 -0.14 0.52 0.091
C 0.14 -0.35 -0.94 -0.434
O 0.20 1.07 -1.05 -0.303
N -0.03 1.26 0.37 -0.313
H 1.30 -0.83 1.19 0.336
H -1.42 -0.56 0.68 0.315
H 1.18 -0.52 -1.16 0.302
H -0.53 -0.99 -1.45 0.235
H -0.82 1.87 0.36 0.286
```

Values from the calculation:
Orbital gap   10.13 eV
Energy above the lowest of the compared OMol25 structures with the same formula, charge and spin   97.2 kcal per mole
E_tot   -7736.53507 eV

***

(7)
The molecule C2H5NO2, computed with ωB97M-V/def2-TZVPD.

Geometry as XYZ:
```
10
Properties=species:S:1:pos:R:3:mulliken_charge:R:1
C -1.62 0.07 0.01 -0.551
O -0.37 -0.65 -0.19 -0.347
C 0.67 0.25 -0.06 0.637
N 1.86 -0.44 -0.06 -0.429
O 0.64 1.46 -0.09 -0.555
H -2.42 -0.70 0.02 0.228
H -1.76 0.74 -0.85 0.259
H -1.64 0.60 0.97 0.274
H 1.96 -1.48 0.18 0.238
H 2.69 0.16 0.08 0.245
```

Values from the calculation:
Orbital gap   11.20 eV
Energy above the lowest of the compared OMol25 structures with the same formula, charge and spin   7.1 kcal per mole
E_tot   -7740.44307 eV

***

(8)
The molecule C2H5NO2, computed with ωB97M-V/def2-TZVPD.

Geometry as XYZ:
```
10
Properties=species:S:1:pos:R:3:mulliken_charge:R:1
C 0.07 1.33 0.06 -0.506
O 0.80 0.24 0.55 -0.209
N -0.06 -0.83 0.68 -0.239
C -0.22 -1.47 -0.56 0.243
O 0.02 -0.65 -1.50 -0.548
H 1.00 2.05 0.15 0.206
H -0.73 1.90 0.53 0.289
H -0.23 1.24 -0.96 0.269
H 0.26 -1.35 1.47 0.248
H -0.91 -2.45 -0.42 0.249
```

Values from the calculation:
Orbital gap   10.87 eV
Energy above the lowest of the compared OMol25 structures with the same formula, charge and spin   97.1 kcal per mole
E_tot   -7736.54244 eV

***

(9)
A 2-piece molecular cluster, C2H5NO2P overall, computed with ωB97M-V/def2-TZVPD.

Geometry as XYZ:
```
11
Properties=species:S:1:pos:R:3:mulliken_charge:R:1
C -2.47 0.82 -0.03 -0.466
C -1.78 -0.28 0.28 -0.495
N 2.80 0.09 -0.04 0.814
O 3.81 -0.66 -0.11 -0.672
O 2.95 1.34 0.00 -0.677
P 1.33 -0.43 0.21 -0.358
H -2.58 0.93 -1.07 0.213
H -2.93 1.57 0.57 0.270
H -1.39 -0.88 1.19 0.260
H -1.51 -0.88 -0.65 0.154
H 1.78 -1.63 -0.35 -0.042
```

Values from the calculation:
Orbital gap   6.67 eV
Total charge   -1
Energy above the lowest of the compared OMol25 structures with the same formula, charge and spin   153.8 kcal per mole
E_tot   -17024.84649 eV

***

(10)
A 2-piece molecular cluster, C2H5NO2PS overall, computed with ωB97M-V/def2-TZVPD.

Geometry as XYZ:
```
12
Properties=species:S:1:pos:R:3:mulliken_charge:R:1
C 0.31 0.95 0.56 -0.580
C 1.50 -0.46 -0.33 -0.520
N -0.89 0.35 0.37 0.022
O -1.29 0.50 -1.06 -0.335
O 0.99 -1.67 0.05 -0.526
P -2.54 0.85 0.06 -0.164
S -3.54 -0.74 0.23 -0.522
H 0.72 0.88 1.58 0.327
H 0.80 1.72 -0.16 0.334
H 2.53 -0.27 0.08 0.300
H 1.35 -0.29 -1.34 0.335
H 0.06 -1.84 -0.05 0.330
```

Values from the calculation:
Orbital gap   7.28 eV
Total charge   -1
Energy above the lowest of the compared OMol25 structures with the same formula, charge and spin   84.7 kcal per mole
E_tot   -27862.21194 eV

***

(11)
The molecule C2H5NO2S, computed with ωB97M-V/def2-TZVPD.

Geometry as XYZ:
```
11
Properties=species:S:1:pos:R:3:mulliken_charge:R:1
C 0.76 0.85 -0.44 -0.696
S -0.68 0.86 0.69 -0.035
C -1.78 0.18 -0.61 -0.559
N -3.19 -0.01 -0.21 0.873
O -3.78 -0.91 -0.80 -0.540
O -3.66 0.74 0.58 -0.518
H 1.62 0.17 -0.31 0.286
H 1.23 1.86 -0.30 0.295
H 0.30 0.84 -1.44 0.207
H -1.65 0.91 -1.53 0.284
H -1.40 -0.76 -0.90 0.402
```

Values from the calculation:
Orbital gap   9.34 eV
Energy above the lowest of the compared OMol25 structures with the same formula, charge and spin   87.9 kcal per mole
E_tot   -18571.75878 eV

***

(12)
C2H5NO2S2 as an isolated structure, computed with ωB97M-V/def2-TZVPD.

Geometry as XYZ:
```
12
Properties=species:S:1:pos:R:3:mulliken_charge:R:1
C -2.39 -0.30 -0.79 0.138
C 1.52 -0.59 -0.48 -0.756
N -1.97 -1.28 -1.26 -0.388
O -1.06 1.53 0.38 -0.450
O 1.08 2.35 1.23 -0.413
S 0.94 -0.93 1.23 -0.200
S -0.08 1.51 1.45 0.640
H -2.94 0.59 -0.63 0.284
H 2.43 -0.10 -0.31 0.365
H 0.77 0.08 -0.95 0.286
H 1.96 -1.53 -0.87 0.320
H -0.27 -1.35 0.99 0.175
```

Values from the calculation:
Orbital gap   9.30 eV
Energy above the lowest of the compared OMol25 structures with the same formula, charge and spin   39.2 kcal per mole
E_tot   -29408.82675 eV